1.
12
Properties=species:S:1:pos:R:3 method="wB97M-V/def2-TZVPD" lumo_energy_ev=0.63 max_force_ev_per_a=6.6 de_lowest_ev=3.010 orbital_gap_ev=10.700 homo_energy_ev=-10.07 e_tot_ha=-352.9041 smiles=NCc1nnn[nH]1
C 1.562 -0.428 0.149
C 0.127 -0.803 0.156
N 3.651 -0.415 -0.134
N 2.565 -1.201 0.046
N 2.166 0.984 -0.047
N 3.395 0.819 -0.165
N -0.666 0.390 -0.210
H -0.112 -1.493 -0.674
H -0.048 -1.214 1.100
H -1.346 0.539 0.419
H 1.867 1.895 -0.032
H -1.111 0.191 -1.057



2.
10
Properties=species:S:1:pos:R:3 method="wB97M-V/def2-TZVPD" lumo_energy_ev=0.01 max_force_ev_per_a=4.7 de_lowest_ev=2.810 orbital_gap_ev=8.915 homo_energy_ev=-8.90 e_tot_ha=-661.4823 smiles="[H]/N=C(/N)OC=S"
C 0.076 -0.564 0.011
C 0.086 1.800 0.016
H -0.976 -0.969 -1.651
H -0.822 -2.447 -0.416
H 0.902 -0.341 1.752
H -0.011 2.533 -0.829
N -0.545 -1.499 -0.869
N 0.702 -1.031 1.065
O -0.208 0.692 -0.511
S 0.797 1.827 1.432



3.
18
Properties=species:S:1:pos:R:3 method="wB97M-V/def2-TZVPD" lumo_energy_ev=-0.04 max_force_ev_per_a=3.4 de_lowest_ev=0.000 orbital_gap_ev=8.340 homo_energy_ev=-8.38 e_tot_ha=-1237.0884
C 0.280 1.122 -0.458
C -0.618 -1.155 0.181
C 1.695 0.566 -0.247
C -0.789 0.306 0.142
N -0.416 -1.711 1.290
P -0.004 2.498 -1.492
P -0.186 -2.093 -1.362
P -0.938 0.742 2.049
H 2.019 -0.136 -1.011
H 1.643 0.228 0.790
H 2.438 1.256 -0.429
H -1.599 0.608 -0.486
H -0.325 -2.725 1.213
H -1.311 2.343 -1.387
H -1.062 -1.600 -2.263
H -0.892 -3.212 -1.111
H -0.470 1.996 1.957
H 0.341 0.326 2.409



4.
47
Properties=species:S:1:pos:R:3 method="wB97M-V/def2-TZVPD" lumo_energy_ev=4.56 max_force_ev_per_a=0.5 de_lowest_ev=0.993 orbital_gap_ev=7.613 total_charge=-2 homo_energy_ev=-3.06 e_tot_ha=-4739.5164
Li -0.094 -0.153 -0.727
O -2.921 -2.794 0.713
As -3.146 -1.257 -0.151
O -4.610 -1.301 -0.875
O -1.774 -0.965 -1.007
C -3.315 0.017 1.358
C -4.583 0.584 1.463
C -4.898 1.477 2.476
C -3.939 1.817 3.418
C -2.671 1.261 3.334
C -2.357 0.373 2.314
S -0.668 -0.240 2.283
O -0.050 0.444 1.140
O -0.073 0.148 3.551
O -0.761 -1.687 2.107
H -2.131 -2.642 1.265
H -5.318 0.296 0.720
H -5.894 1.904 2.527
H -4.170 2.512 4.218
H -1.904 1.502 4.057
C 4.713 -3.008 0.851
O 3.677 -2.580 -0.006
P 2.526 -1.587 0.665
O 3.223 -0.161 0.345
C 2.954 0.950 1.210
O 1.514 -1.640 -0.605
C 0.738 -2.841 -0.760
H 5.598 -2.377 0.729
H 4.973 -4.036 0.593
H 4.406 -2.976 1.903
H 2.361 1.679 0.663
H 3.914 1.380 1.503
H 2.389 0.651 2.093
H 0.113 -2.700 -1.636
H 0.091 -2.993 0.105
H 1.401 -3.698 -0.903
F 2.609 -0.003 -3.111
C 1.727 1.030 -3.277
C 0.658 1.176 -2.427
C -0.135 2.263 -2.716
F -1.223 2.544 -1.942
C 0.085 3.146 -3.761
F -0.725 4.207 -4.002
C 1.175 2.942 -4.585
F 1.422 3.785 -5.615
C 2.012 1.870 -4.342
F 3.082 1.680 -5.156



5.
21
Properties=species:S:1:pos:R:3 method="wB97M-V/def2-TZVPD" lumo_energy_ev=0.71 max_force_ev_per_a=6.2 de_lowest_ev=2.241 orbital_gap_ev=10.312 homo_energy_ev=-9.61 e_tot_ha=-569.8264 smiles="C=C1[C@@H](O)NC(=O)N(C)[C@H]1O"
C -0.350 0.410 1.112
C 1.545 -0.236 -0.910
C -0.796 1.345 1.910
C 0.861 -0.487 1.398
C -0.888 0.122 -0.234
C -0.249 0.336 -2.584
N 1.868 -0.195 0.438
N 0.209 0.188 -1.149
O 2.378 -0.307 -1.765
O 0.510 -1.823 1.502
O -1.466 -1.228 -0.297
H -1.673 2.007 1.775
H -0.242 1.489 2.794
H 1.231 -0.216 2.426
H -1.554 0.894 -0.643
H -1.167 -0.226 -2.687
H -0.433 1.359 -2.699
H 0.479 0.028 -3.315
H 2.826 -0.272 0.809
H -0.356 -2.102 1.365
H -0.878 -1.844 -0.563



6.
22
Properties=species:S:1:pos:R:3 method="wB97M-V/def2-TZVPD" lumo_energy_ev=-0.53 max_force_ev_per_a=17.5 de_lowest_ev=14.447 orbital_gap_ev=6.821 homo_energy_ev=-7.35 e_tot_ha=-4088.6829
F -3.987 2.098 -2.138
C -2.794 1.647 -1.608
C -2.050 0.581 -2.119
C -0.917 0.221 -1.500
C -0.377 0.964 -0.425
C -1.061 1.972 0.063
C -2.322 2.290 -0.439
H -2.308 0.258 -3.117
H -0.306 -0.588 -1.872
H 0.666 0.763 -0.226
H -0.564 2.468 0.883
H -2.856 3.087 0.055
C 0.348 -1.931 0.575
Cl 1.706 -2.229 -0.588
Cl -1.280 -2.224 -0.099
Cl 0.559 -2.997 2.009
Cl 0.427 -0.221 1.074
C 3.463 -1.180 1.901
Cl 2.147 -0.229 1.197
Cl 2.856 -1.921 3.441
Cl 3.660 -2.615 0.783
Cl 4.991 -0.211 2.151



7.
11
Properties=species:S:1:pos:R:3 method="wB97M-V/def2-TZVPD" lumo_energy_ev=0.42 max_force_ev_per_a=3.2 de_lowest_ev=2.668 orbital_gap_ev=10.239 homo_energy_ev=-9.82 e_tot_ha=-2837.8524 smiles="C/[N+]([O-])=N/CBr"
C 1.818 0.262 -0.702
C -1.780 -0.497 0.536
N -0.468 -0.217 -0.351
N 0.601 0.116 0.242
O 0.738 0.242 1.457
Br -3.010 0.898 -0.097
H 2.348 1.189 -0.411
H 1.404 0.565 -1.652
H 2.386 -0.694 -0.778
H -1.826 -0.502 1.630
H -2.211 -1.362 0.126



8.
16
Properties=species:S:1:pos:R:3 method="wB97M-V/def2-TZVPD" lumo_energy_ev=0.79 max_force_ev_per_a=0.8 de_lowest_ev=2.666 orbital_gap_ev=10.377 homo_energy_ev=-9.59 e_tot_ha=-417.1580 smiles="CN1CC1=O.NC=O"
C -0.530 1.197 -0.255
C -2.591 0.288 1.170
N -1.300 0.245 0.562
C 2.566 -0.125 -0.620
N 2.515 -1.461 -0.484
C -0.649 -0.261 -0.464
O 2.799 0.656 0.269
O -0.353 -1.250 -1.064
H 2.090 -2.028 -1.197
H 2.562 -1.843 0.449
H 0.332 1.642 0.225
H -1.075 1.852 -0.928
H 2.402 0.195 -1.664
H -2.910 -0.729 1.395
H -2.528 0.862 2.096
H -3.328 0.759 0.511